A:
# C14H28Br14

A 7-piece molecular cluster, C14H28Br14 overall (ωB97M-V/def2-TZVPD, OMol25).

Each atom is followed by the atoms it is bonded to, with distances in Å.
Geometry (Å):
1 Br 0.94603 -0.50037 4.39335  C2 1.940
2 C 1.78283 0.69316 5.67283  Br1 1.940, C3 1.486, H5 1.086, H6 1.086
3 C 2.47748 -0.08296 6.73239  C2 1.486, Br4 1.951, H7 1.085, H8 1.086
4 Br 3.37589 1.16134 7.93729  C3 1.951
5 H 1.01811 1.34537 6.08513  C2 1.086
6 H 2.46746 1.34006 5.13258  C2 1.086
7 H 3.21106 -0.79702 6.37296  C3 1.085
8 H 1.79246 -0.62960 7.37455  C3 1.086
9 Br -6.82674 1.92635 -5.42435  C10 1.931
10 C -5.58958 0.91880 -4.33624  Br9 1.931, C11 1.515, H13 1.085, H14 1.091
11 C -4.21730 1.55465 -4.42454  C10 1.515, Br12 1.945, H15 1.082, H16 1.086
12 Br -3.13956 0.96619 -2.91646  C11 1.945
13 H -5.63276 -0.14282 -4.55549  C10 1.085
14 H -5.91611 0.99475 -3.29810  C10 1.091
15 H -4.29455 2.63232 -4.36781  C11 1.082
16 H -3.72652 1.22533 -5.33511  C11 1.086
17 Br 6.85150 0.15709 0.46467  C18 1.941
18 C 5.02751 0.65429 0.90316  Br17 1.941, C19 1.491, H21 1.087, H22 1.086
19 C 5.03118 1.92271 1.68672  C18 1.491, Br20 1.947, H23 1.088, H24 1.089
20 Br 3.33639 2.22607 2.59681  C19 1.947
21 H 4.61341 -0.18587 1.45500  C18 1.087
22 H 4.42213 0.72360 0.00418  C18 1.086
23 H 5.32521 2.80344 1.11915  C19 1.088
24 H 5.77792 1.91520 2.47908  C19 1.089
25 Br 3.37185 -3.26015 0.69488  C26 1.931
26 C 1.59369 -3.89180 0.28419  Br25 1.931, C27 1.520, H29 1.086, H30 1.088
27 C 1.17197 -3.51103 -1.12527  C26 1.520, Br28 1.933, H31 1.085, H32 1.085
28 Br -0.33744 -4.57195 -1.70190  C27 1.933
29 H 0.84615 -3.59964 1.01645  C26 1.086
30 H 1.68340 -4.97519 0.32802  C26 1.088
31 H 1.97496 -3.74006 -1.81847  C27 1.085
32 H 0.92800 -2.45360 -1.13969  C27 1.085
33 Br 1.72639 0.20553 -0.15750  C34 1.947
34 C 0.17684 0.85261 0.82794  Br33 1.947, C35 1.508, H37 1.086, H38 1.084
35 C -1.16550 0.53195 0.22040  C34 1.508, Br36 1.947, H39 1.090, H40 1.087
36 Br -1.50614 -1.38442 0.26372  C35 1.947
37 H 0.31189 1.92690 0.90782  C34 1.086
38 H 0.25751 0.32201 1.77000  C34 1.084
39 H -1.15336 0.82276 -0.83034  C35 1.090
40 H -2.01197 1.03248 0.68272  C35 1.087
41 Br 1.58029 3.32392 -4.27928  C42 1.948
42 C 1.70188 1.58169 -3.41657  Br41 1.948, C43 1.508, H45 1.088, H46 1.085
43 C 2.58377 0.65551 -4.21612  C42 1.508, Br44 1.939, H47 1.085, H48 1.083
44 Br 2.58305 -1.10654 -3.40662  C43 1.939
45 H 0.66558 1.25366 -3.38181  C42 1.088
46 H 2.02853 1.74357 -2.39451  C42 1.085
47 H 3.59828 1.03701 -4.16972  C43 1.085
48 H 2.20721 0.56904 -5.22786  C43 1.083
49 Br -5.13442 0.90328 2.02112  C50 1.950
50 C -5.14182 -0.91033 1.30457  Br49 1.950, C51 1.513, H53 1.084, H54 1.086
51 C -5.37355 -0.87276 -0.19011  C50 1.513, Br52 1.948, H55 1.087, H56 1.085
52 Br -7.25357 -0.54333 -0.57965  C51 1.948
53 H -5.94242 -1.43964 1.80786  C50 1.084
54 H -4.17636 -1.37611 1.47814  C50 1.086
55 H -5.18618 -1.81991 -0.68896  C51 1.087
56 H -4.72194 -0.12753 -0.63519  C51 1.085

Values from the calculation:
Net charge: 0
HOMO, eV: -10.06
Molecular weight, g mol⁻¹: 1315.0
Gap between HOMO and LUMO, hartree: 0.3776

B:
# C14H28Br14

A 7-piece molecular cluster, C14H28Br14 overall (ωB97M-V/def2-TZVPD, OMol25).

Each atom is followed by the atoms it is bonded to, with distances in Å.
Geometry (Å):
1 Br -24.08327 -13.04604 -21.19503  C2 1.921
2 C -23.89603 -12.30796 -19.43192  Br1 1.921, C3 1.509, H5 1.087, H6 1.082
3 C -25.17486 -11.59572 -19.06440  C2 1.509, Br4 1.940, H7 1.085, H8 1.081
4 Br -24.87740 -10.49694 -17.49335  C3 1.940
5 H -23.11680 -11.55447 -19.50626  C2 1.087
6 H -23.60476 -13.05685 -18.70747  C2 1.082
7 H -25.96239 -12.27991 -18.76771  C3 1.085
8 H -25.50906 -10.92785 -19.84603  C3 1.081
9 Br -20.83312 -15.11304 -24.51260  C10 1.946
10 C -22.74369 -14.90749 -24.20791  Br9 1.946, C11 1.480, H13 1.081, H14 1.084
11 C -23.33663 -13.99358 -25.21022  C10 1.480, Br12 1.938, H15 1.089, H16 1.080
12 Br -22.89182 -12.14673 -24.82845  C11 1.938
13 H -22.80944 -14.45176 -23.22996  C10 1.081
14 H -23.19783 -15.88154 -24.34748  C10 1.084
15 H -24.41906 -14.00642 -25.09426  C11 1.089
16 H -23.04780 -14.18152 -26.23410  C11 1.080
17 Br -17.52860 -16.49982 -29.54864  C18 1.956
18 C -19.29350 -15.68213 -29.75482  Br17 1.956, C19 1.511, H21 1.079, H22 1.082
19 C -19.54129 -14.68318 -28.64821  C18 1.511, Br20 1.970, H23 1.082, H24 1.081
20 Br -21.45327 -14.21737 -28.74873  C19 1.970
21 H -19.99270 -16.50389 -29.73495  C18 1.079
22 H -19.24236 -15.17233 -30.70759  C18 1.082
23 H -18.96943 -13.77297 -28.77328  C19 1.082
24 H -19.45557 -15.06725 -27.64084  C19 1.081
25 Br -14.83803 -18.01909 -25.63948  C26 1.942
26 C -16.71846 -17.87926 -26.10544  Br25 1.942, C27 1.513, H29 1.087, H30 1.084
27 C -17.36310 -16.66625 -25.47221  C26 1.513, Br28 1.934, H31 1.091, H32 1.088
28 Br -16.71361 -14.97576 -26.14976  C27 1.934
29 H -17.16841 -18.80321 -25.75203  C26 1.087
30 H -16.76316 -17.87293 -27.18844  C26 1.084
31 H -17.18232 -16.66943 -24.39673  C27 1.091
32 H -18.44750 -16.66173 -25.56576  C27 1.088
33 Br -21.86264 -16.55669 -21.33854  C34 1.950
34 C -23.12956 -16.08408 -19.93305  Br33 1.950, C35 1.487, H37 1.087, H38 1.086
35 C -23.29332 -17.25886 -19.03583  C34 1.487, Br36 1.918, H39 1.089, H40 1.090
36 Br -24.43248 -16.87740 -17.54116  C35 1.918
37 H -24.02745 -15.78540 -20.46749  C34 1.087
38 H -22.74450 -15.18765 -19.45604  C34 1.086
39 H -22.33319 -17.62875 -18.67922  C35 1.089
40 H -23.69130 -18.11763 -19.57603  C35 1.090
41 Br -21.73379 -8.73398 -25.47067  C42 1.926
42 C -21.46389 -8.78531 -23.56386  Br41 1.926, C43 1.524, H45 1.089, H46 1.087
43 C -22.80945 -8.95937 -22.86990  C42 1.524, Br44 1.930, H47 1.085, H48 1.086
44 Br -22.60335 -8.85395 -20.95412  C43 1.930
45 H -21.06567 -7.80348 -23.31011  C42 1.089
46 H -20.71093 -9.49057 -23.22157  C42 1.087
47 H -23.29106 -9.89959 -23.11897  C43 1.085
48 H -23.48569 -8.15920 -23.15432  C43 1.086
49 Br -20.81735 -17.96696 -27.23259  C50 1.919
50 C -22.49690 -17.85280 -28.15341  Br49 1.919, C51 1.509, H53 1.090, H54 1.087
51 C -23.55312 -18.78684 -27.61482  C50 1.509, Br52 1.942, H55 1.086, H56 1.087
52 Br -24.06452 -18.33332 -25.79694  C51 1.942
53 H -22.28639 -18.06988 -29.20049  C50 1.090
54 H -22.83782 -16.82146 -28.12225  C50 1.087
55 H -23.24588 -19.82817 -27.60695  C51 1.086
56 H -24.45484 -18.71497 -28.21828  C51 1.087

Values from the calculation:
Net charge: 0
HOMO, eV: -9.87
Molecular weight, g mol⁻¹: 1315.0
Gap between HOMO and LUMO, hartree: 0.3700

Q: What are the energies relative to the best structure? A: A 2.1; B 0.0, in kcal/mol.

A:
# C8H16N2O

One molecule with the formula C8H16N2O (ωB97M-V/def2-TZVPD, OMol25).

Each atom is followed by the atoms it is bonded to, with distances in Å.
Geometry (Å):
1 C 2.61843 -0.04981 1.37893  C2 1.320, H12 1.028, H13 0.986
2 C 2.13076 -0.01780 0.15253  C1 1.320, C3 1.570, C4 1.520
3 C 2.83701 0.93735 -0.87437  C2 1.570, H14 1.064, H15 0.990, H16 0.987
4 C 0.98886 -0.88465 -0.35212  C2 1.520, C5 1.594, H17 1.054, H18 1.102
5 C -0.39646 -1.13233 0.39601  C4 1.594, C6 1.506, H19 1.123, H20 1.130
6 C -1.54705 -0.22728 0.04392  C5 1.506, C7 1.542, C8 1.514, N9 1.486
7 C -1.78350 -0.12662 -1.47677  C6 1.542, H21 1.098, H22 1.086, H23 1.182
8 C -2.74525 -0.57449 0.90129  C6 1.514, H24 1.025, H25 0.996, H26 1.077
9 N -1.19529 1.14609 0.48782  C6 1.486, N10 1.222, H27 1.086
10 N -0.65747 1.95919 -0.24959  N9 1.222, O11 1.251
11 O -0.33969 3.08547 0.19362  N10 1.251
12 H 2.15242 -0.72174 2.00162  C1 1.028
13 H 3.34105 0.55190 1.67448  C1 0.986
14 H 3.37334 0.23936 -1.47226  C3 1.064
15 H 3.47040 1.55893 -0.43554  C3 0.990
16 H 2.17589 1.44429 -1.40387  C3 0.987
17 H 1.52534 -1.76981 -0.55336  C4 1.054
18 H 0.88416 -0.59935 -1.41102  C4 1.102
19 H -0.57518 -2.19850 0.09270  C5 1.123
20 H -0.20207 -1.33174 1.49101  C5 1.130
21 H -0.85103 0.06156 -2.02599  C7 1.098
22 H -2.66868 0.47702 -1.65522  C7 1.086
23 H -1.93562 -1.20097 -1.94599  C7 1.182
24 H -2.48488 -0.68525 1.88666  C8 1.025
25 H -3.06864 -1.49966 0.72631  C8 0.996
26 H -3.62977 0.03886 0.94566  C8 1.077
27 H -1.41704 1.51997 1.48354  N9 1.086

Values from the calculation:
Net charge: 0
HOMO, eV: -8.75
Molecular weight, g mol⁻¹: 156.2
Gap between HOMO and LUMO, hartree: 0.3467

B:
# C8H16N2O

One molecule with the formula C8H16N2O (ωB97M-V/def2-TZVPD, OMol25).

Each atom is followed by the atoms it is bonded to, with distances in Å.
Geometry (Å):
1 C -1.78522 -0.39344 0.35785  C2 1.496, N10 1.264, H12 1.097
2 C -0.66592 0.52117 0.74216  C1 1.496, C4 1.553, C5 1.496, N9 1.495
3 C 0.83919 -0.86082 -0.57545  C6 1.531, C7 1.523, N9 1.393
4 C -1.40325 1.88751 0.70811  C2 1.553, H13 1.106, H14 1.088, H15 1.040
5 C -0.14409 0.28253 2.12414  C2 1.496, H16 1.220, H17 1.042, H18 1.050
6 C 0.72803 -2.13974 0.25897  C3 1.531, H19 1.097, H20 1.205, H21 1.066
7 C 1.74713 -1.01055 -1.78914  C3 1.523, H22 1.134, H23 1.070, H24 1.074
8 C 0.84699 1.52408 -1.15194  N9 1.457, H25 1.194, H26 1.131, H27 1.051
9 N 0.41407 0.43378 -0.28781  C2 1.495, C3 1.393, C8 1.457
10 N -1.93494 -0.77392 -0.83793  C1 1.264, O11 1.242
11 O -2.91326 -1.32884 -1.36564  N10 1.242
12 H -2.68227 -0.47287 0.98436  C1 1.097
13 H -0.72341 2.75372 0.81672  C4 1.106
14 H -2.02203 1.78448 1.59653  C4 1.088
15 H -1.91586 1.99483 -0.19041  C4 1.040
16 H -0.43741 -0.70739 2.77474  C5 1.220
17 H -0.27176 1.11337 2.73991  C5 1.042
18 H 0.90507 0.24425 2.10945  C5 1.050
19 H 1.60160 -2.31549 0.89850  C6 1.097
20 H 0.84984 -3.13728 -0.40596  C6 1.205
21 H -0.18368 -2.02993 0.80020  C6 1.066
22 H 2.68130 -0.39938 -1.58989  C7 1.134
23 H 1.39120 -0.48393 -2.64970  C7 1.070
24 H 2.07955 -2.03161 -1.81737  C7 1.074
25 H 1.99499 1.79897 -0.97315  C8 1.194
26 H 0.66768 1.31182 -2.24826  C8 1.131
27 H 0.33643 2.43467 -1.02899  C8 1.051

Values from the calculation:
Net charge: 0
HOMO (spin up / spin down), eV: -5.85 / -5.85
Molecular weight, g mol⁻¹: 156.2
Gap between HOMO and LUMO (spin up / spin down), hartree: 0.2030 / 0.2030

Q: What are the energies relative to the best structure? A: A 0.0; B 32.5, in kcal/mol.